1) Entry from the OMol25 dataset: a cluster of 2 separate species, C7H14N2 in total (ωB97M-V with the def2-TZVPD basis set).

Atoms and positions in Å:
C  1.165  2.417  -0.120
C  0.151  1.574  0.155
C  0.034  0.225  -0.121
C  2.092  -0.343  1.320
C  1.252  -2.006  -0.266
C  -2.735  -0.280  -1.457
C  0.873  -0.810  0.584
N  -2.595  0.443  0.699
N  -2.203  -0.394  -0.126
H  1.099  3.415  -0.114
H  2.243  2.086  -0.185
H  -0.783  2.102  0.378
H  1.722  0.450  1.903
H  2.420  -1.259  1.783
H  2.899  -0.036  0.686
H  1.631  -1.504  -1.148
H  1.956  -2.598  0.336
H  0.462  -2.727  -0.602
H  -3.454  -1.108  -1.592
H  -1.903  -0.474  -2.148
H  -3.319  0.668  -1.560
H  0.104  -1.036  1.339
H  -3.110  1.194  0.257

## Properties
Charge: 0
Lowest unoccupied orbital energy (alpha / beta) in eV: -0.3 / -0.2
HOMO-LUMO gap (alpha / beta) in eV: 7.168 / 7.245
HOMO level (alpha / beta) in eV: -7.443 / -7.426

=====

2) Entry from the OMol25 dataset: an isolated molecule of C7H14N2 (ωB97M-V with the def2-TZVPD basis set).

Atoms and positions in Å:
C  1.844  -1.516  1.039
C  -0.779  0.722  1.571
C  -2.113  0.108  -0.498
C  0.216  1.099  -0.750
C  1.113  -0.925  -0.138
C  -0.796  0.545  0.075
N  0.097  2.318  -1.397
N  0.550  -1.891  -0.982
C  1.405  0.391  -0.585
H  0.573  2.409  -2.283
H  -0.816  2.747  -1.372
H  0.011  -2.600  -0.495
H  0.009  -1.491  -1.737
H  2.385  0.853  -0.485
H  1.126  -1.769  1.827
H  2.389  -2.423  0.763
H  2.548  -0.797  1.462
H  -1.504  1.486  1.882
H  -1.069  -0.203  2.088
H  -2.959  0.700  -0.124
H  -2.120  0.153  -1.590
H  -2.318  -0.930  -0.201
H  0.210  1.013  1.930

## Properties
SMILES: CC(C)=C(N)/C=C(/C)N
Charge: 0
Lowest unoccupied orbital energy in eV: 0.9
HOMO-LUMO gap in eV: 7.245
HOMO level in eV: -6.342

=====

Of them, 1) has the lowest stability.

=====

1) Entry from the OMol25 dataset: an isolated molecule of C7H14N2 (ωB97M-V with the def2-TZVPD basis set).

Atoms and positions in Å:
C  1.497  0.082  -0.014
C  2.778  0.027  -0.764
C  0.389  1.020  -0.504
C  1.526  -0.155  1.478
C  -2.118  0.218  1.181
N  1.847  -1.080  -0.808
C  -1.895  -0.077  -0.272
N  -2.989  -0.701  -0.875
C  -0.818  0.269  -0.984
H  1.338  -1.151  -1.683
H  -3.527  -1.293  -0.262
H  -2.788  -1.135  -1.763
H  3.697  -0.177  -0.228
H  2.911  0.654  -1.640
H  0.126  1.703  0.306
H  0.770  1.624  -1.333
H  -0.796  -0.028  -2.027
H  2.364  -0.800  1.727
H  0.609  -0.640  1.800
H  1.633  0.786  2.013
H  -1.394  0.917  1.564
H  -3.109  0.627  1.326
H  -2.049  -0.692  1.763

## Properties
SMILES: C/C(N)=C\C[C@]1(C)CN1
Charge: 0
Lowest unoccupied orbital energy in eV: 1.0
HOMO-LUMO gap in eV: 9.004
HOMO level in eV: -7.985

=====

2) Entry from the OMol25 dataset: a cluster of 2 separate species, C7H14N2 in total (ωB97M-V with the def2-TZVPD basis set).

Atoms and positions in Å:
C  1.371  3.465  -0.170
C  1.679  0.178  1.427
C  1.340  1.986  0.138
C  1.724  0.879  -0.682
N  1.272  1.459  1.459
N  2.121  -0.202  0.152
H  1.842  -0.224  2.515
H  2.472  -1.094  -0.131
H  1.681  0.656  -1.672
H  1.085  3.542  -1.242
H  2.361  3.993  -0.008
H  0.558  3.977  0.371
C  -1.814  -1.484  0.418
C  -1.842  -3.036  -0.115
C  -1.697  -0.546  -0.757
H  -2.627  -1.102  1.169
H  -0.924  -1.377  1.010
H  -0.814  -3.381  0.021
H  -2.620  0.042  -1.042
H  -2.097  -3.188  -1.145
H  -2.583  -3.666  0.483
H  -1.015  0.177  -0.493
H  -1.473  -1.057  -1.706

## Properties
SMILES: Cc1c[nH]cn1.CCC
Charge: 0
Lowest unoccupied orbital energy in eV: 0.8
HOMO-LUMO gap in eV: 9.308
HOMO level in eV: -8.460

=====

3) Entry from the OMol25 dataset: a cluster of 2 separate species, C7H14N2 in total (ωB97M-V with the def2-TZVPD basis set).

Atoms and positions in Å:
C  1.228  3.292  -1.638
C  1.330  -0.308  -1.610
C  1.042  1.787  -1.542
C  -0.175  1.276  -1.922
N  1.960  0.826  -1.268
N  0.051  -0.087  -2.004
H  1.874  -1.219  -1.410
H  -0.582  -0.837  -2.197
H  -1.100  1.658  -2.318
H  0.676  3.769  -0.845
H  1.121  3.724  -2.630
H  2.297  3.426  -1.386
C  -0.424  -1.439  2.272
C  -0.306  -2.113  0.880
C  -1.843  -1.141  2.668
H  0.111  -2.086  2.957
H  0.137  -0.496  2.153
H  -0.995  -1.668  0.168
H  -2.578  -1.756  2.145
H  -1.974  -1.305  3.745
H  -0.281  -3.212  0.973
H  0.680  -1.924  0.433
H  -2.247  -0.167  2.377

## Properties
SMILES: Cc1c[nH]cn1.CCC
Charge: 0
Lowest unoccupied orbital energy in eV: 0.9
HOMO-LUMO gap in eV: 9.391
HOMO level in eV: -8.518

=====

4) Entry from the OMol25 dataset: a cluster of 2 separate species, C7H14N2 in total (ωB97M-V with the def2-TZVPD basis set).

Atoms and positions in Å:
C  -1.878  1.059  1.559
C  -0.720  1.820  2.291
H  -2.267  0.278  2.289
H  -2.944  1.668  1.540
H  -1.411  0.817  0.656
H  -1.076  1.976  3.287
H  -0.433  2.555  1.599
H  0.044  0.965  2.034
C  0.548  -0.663  -2.317
C  -0.259  0.574  -2.706
C  0.927  -0.859  -0.871
C  0.633  -2.100  -0.269
C  1.928  -0.586  1.046
N  1.592  0.061  -0.063
N  1.404  -1.941  0.988
H  0.088  -1.652  -2.486
H  1.382  -0.755  -3.006
H  -0.964  0.569  -3.639
H  0.310  -3.098  -0.605
H  2.505  -0.396  1.911
H  1.346  -2.755  1.600
H  0.229  1.520  -2.768
H  -0.985  0.943  -2.071

## Properties
SMILES: CCc1c[nH]cn1.CC
Charge: 0
Lowest unoccupied orbital energy in eV: 0.9
HOMO-LUMO gap in eV: 9.591
HOMO level in eV: -8.702

=====

Of them, 4) has the lowest stability.

=====

1) Entry from the OMol25 dataset: an isolated molecule of C7H14N2 (ωB97M-V with the def2-TZVPD basis set).

Atoms and positions in Å:
C  0.407  -1.094  -1.320
C  -0.624  -2.237  0.521
C  1.052  3.221  -0.521
C  1.318  -0.671  1.021
N  -0.056  -0.969  0.068
C  -1.207  0.432  0.171
C  0.634  1.851  -0.098
C  -2.473  0.148  0.426
N  -0.598  1.585  -0.026
H  -0.449  -1.238  -1.984
H  1.078  -1.953  -1.438
H  0.926  -0.173  -1.580
H  -1.474  -2.520  -0.102
H  0.109  -3.049  0.448
H  -0.944  -2.141  1.557
H  0.214  3.880  -0.775
H  1.721  3.149  -1.382
H  1.632  3.680  0.285
H  1.677  -1.693  1.181
H  1.003  -0.215  1.952
H  2.091  -0.093  0.535
H  -2.807  -0.784  0.850
H  -3.232  0.886  0.212

## Properties
Charge: 0
Lowest unoccupied orbital energy in eV: 0.7
HOMO-LUMO gap in eV: 6.487
HOMO level in eV: -5.798

=====

2) Entry from the OMol25 dataset: a cluster of 2 separate species, C7H14N2 in total (ωB97M-V with the def2-TZVPD basis set).

Atoms and positions in Å:
C  -0.550  1.335  -0.513
C  -1.756  -0.708  0.537
C  -0.689  2.122  0.786
C  -0.741  -0.178  -0.441
N  -0.706  -0.748  -1.666
H  -0.947  -1.735  -1.643
H  0.421  1.527  -0.971
H  -1.300  1.693  -1.228
H  -1.548  -0.377  1.552
H  -2.748  -0.335  0.264
H  -1.775  -1.796  0.526
H  -0.544  3.184  0.585
H  0.058  1.820  1.518
H  -1.680  2.003  1.227
N  1.827  -0.794  -1.849
C  1.983  -1.151  -0.586
C  1.324  -0.474  1.740
C  1.165  -0.735  0.455
H  0.350  -0.666  -2.089
H  2.409  -1.339  -2.477
H  2.654  -1.982  -0.331
H  2.302  -0.277  2.175
H  0.490  -0.389  2.428

## Properties
Charge: 0
Lowest unoccupied orbital energy in eV: 0.5
HOMO-LUMO gap in eV: 8.169
HOMO level in eV: -7.706

=====

Of them, 1) has the lowest stability.

=====

1) Entry from the OMol25 dataset: an isolated molecule of C3H4ClNOS (ωB97M-V with the def2-TZVPD basis set).

Atoms and positions in Å:
C  -1.374  0.726  -0.594
C  1.040  0.133  -0.337
C  0.209  0.220  0.846
N  -1.018  0.479  0.677
O  0.648  -0.218  2.087
S  -0.135  0.468  -1.705
Cl  -0.200  -1.840  -2.206
H  -2.366  0.476  -0.942
H  1.928  0.788  -0.012
H  1.420  -0.966  -0.443
H  -0.152  -0.266  2.629

## Properties
Charge: 0
Lowest unoccupied orbital energy (alpha / beta) in eV: -1.0 / -1.0
HOMO-LUMO gap (alpha / beta) in eV: 7.115 / 7.112
HOMO level (alpha / beta) in eV: -8.126 / -8.126

=====

2) Entry from the OMol25 dataset: a cluster of 2 separate species, C3H4ClNOS in total (ωB97M-V with the def2-TZVPD basis set).

Atoms and positions in Å:
C  1.123  -0.700  0.054
C  -1.290  0.311  -0.344
C  -2.467  0.792  0.303
H  4.044  0.087  0.764
H  0.471  -1.489  0.015
H  -1.111  -0.727  -0.964
H  -2.659  2.010  0.689
N  2.361  -1.037  0.047
O  3.170  0.197  -0.221
S  0.381  0.958  -0.218
Cl  -4.023  -0.401  -0.125

## Properties
Charge: 0
Lowest unoccupied orbital energy in eV: -0.1
HOMO-LUMO gap in eV: 9.132
HOMO level in eV: -9.201

=====

Of them, 2) has the lowest stability.

=====

1) Entry from the OMol25 dataset: a cluster of 3 separate species, C3H12NO4 in total (ωB97M-V with the def2-TZVPD basis set).

Atoms and positions in Å:
C  -1.820  0.691  0.297
O  -1.242  1.937  0.042
C  -0.846  -0.466  0.086
C  0.337  -0.554  1.044
O  1.142  -1.730  0.794
N  -1.566  -1.746  0.092
H  -2.779  0.440  -0.172
H  -2.151  0.749  1.359
H  -0.464  -0.222  -0.908
H  0.877  0.361  0.824
H  0.200  -0.707  2.119
H  1.620  -1.514  -0.005
H  -1.673  -2.098  -0.833
H  -1.077  -2.433  0.630
H  -0.212  2.023  -0.142
H  1.768  2.161  0.127
O  1.235  2.101  -0.704
H  1.778  0.955  -1.032
H  2.688  0.081  -2.217
O  2.185  -0.029  -1.401

## Properties
Charge: -1
Lowest unoccupied orbital energy in eV: 4.0
HOMO-LUMO gap in eV: 9.108
HOMO level in eV: -5.083

=====

2) Entry from the OMol25 dataset: a cluster of 3 separate species, C3H12NO4 in total (ωB97M-V with the def2-TZVPD basis set).

Atoms and positions in Å:
N  -0.741  2.724  0.339
C  -0.424  1.353  -0.168
C  -1.716  0.536  -0.047
O  -1.684  -0.629  -0.891
C  0.698  0.605  0.544
O  0.666  -0.763  0.272
H  0.091  3.268  0.132
H  -0.710  2.614  1.352
H  -0.196  1.475  -1.233
H  -1.927  0.391  1.011
H  -2.444  1.129  -0.606
H  -0.825  -1.014  -0.596
H  1.688  1.035  0.316
H  0.440  0.699  1.615
H  1.440  -1.018  -1.250
H  1.388  -1.719  -2.614
O  2.002  -1.592  -1.884
H  0.832  -2.260  1.234
H  0.745  -3.689  0.846
O  0.680  -3.144  1.628

## Properties
Charge: -1
Lowest unoccupied orbital energy in eV: 4.0
HOMO-LUMO gap in eV: 8.358
HOMO level in eV: -4.373

=====

Of them, 1) has the lowest stability.

=====

1) Entry from the OMol25 dataset: a cluster of 2 separate species, H9N3Si2 in total (ωB97M-V with the def2-TZVPD basis set).

Atoms and positions in Å:
N  2.622  -0.427  0.203
N  -1.851  0.984  0.577
N  -1.416  -1.618  -0.004
Si  1.297  0.666  0.192
Si  -0.871  -0.094  -0.390
H  2.238  -1.398  0.318
H  3.531  -0.385  -0.285
H  -2.810  1.193  0.545
H  -1.506  1.865  0.814
H  -1.575  -2.087  -0.823
H  -1.586  -2.184  0.786
H  1.544  1.946  -1.454
H  1.656  1.407  1.380
H  -1.273  0.131  -1.860

## Properties
Charge: 0
Lowest unoccupied orbital energy in eV: 0.6
HOMO-LUMO gap in eV: 9.450
HOMO level in eV: -8.879

=====

2) Entry from the OMol25 dataset: a cluster of 2 separate species, H9N3Si2 in total (ωB97M-V with the def2-TZVPD basis set).

Atoms and positions in Å:
N  -1.520  1.717  -0.267
N  -1.427  -0.885  0.932
N  1.359  -0.225  -1.266
Si  2.074  -0.113  0.257
Si  -1.578  -0.030  -0.524
H  -0.509  2.003  -0.107
H  -2.105  2.478  -0.016
H  -0.339  -0.960  1.152
H  -1.653  -1.853  0.903
H  1.318  -1.128  -1.783
H  3.363  -1.049  0.480
H  1.184  -0.750  1.234
H  1.996  1.273  0.791
H  -2.164  -0.479  -1.787

## Properties
Charge: 0
Lowest unoccupied orbital energy in eV: -0.5
HOMO-LUMO gap in eV: 7.541
HOMO level in eV: -8.008

=====

Of them, 2) has the lowest stability.

=====

1) Entry from the OMol25 dataset: a cluster of 2 separate species, C4H10OS2 in total (ωB97M-V with the def2-TZVPD basis set).

Atoms and positions in Å:
C  1.254  2.868  -0.281
C  0.814  1.422  -0.116
S  0.423  0.759  -1.774
S  0.188  -1.272  -1.430
H  0.481  3.463  -0.766
H  2.169  2.933  -0.870
H  1.462  3.300  0.698
H  -0.074  1.351  0.510
H  1.597  0.806  0.320
H  1.490  -1.637  -1.447
C  -0.925  -1.252  3.552
C  -0.818  -1.146  2.235
O  -1.897  -0.981  1.425
H  -0.050  -1.399  4.166
H  -1.892  -1.229  4.036
H  0.145  -1.172  1.741
H  -1.599  -0.928  0.516

## Properties
SMILES: C=CO.CCSS
Charge: 0
Lowest unoccupied orbital energy in eV: 0.4
HOMO-LUMO gap in eV: 9.280
HOMO level in eV: -8.911

=====

2) Entry from the OMol25 dataset: a cluster of 2 separate species, C4H10OS2 in total (ωB97M-V with the def2-TZVPD basis set).

Atoms and positions in Å:
O  -0.508  3.661  0.771
C  -1.478  3.061  0.351
C  -1.641  2.662  -1.092
H  -2.303  2.779  1.049
H  -0.804  2.006  -1.389
H  -1.623  3.564  -1.727
H  -2.588  2.125  -1.270
S  -0.101  -1.312  1.111
S  -0.031  -2.091  -0.771
C  1.461  -0.410  1.208
C  0.917  -3.608  -0.520
H  1.496  0.085  2.193
H  1.530  0.362  0.423
H  2.333  -1.080  1.120
H  1.942  -3.402  -0.169
H  0.424  -4.276  0.206
H  0.975  -4.125  -1.492

## Properties
SMILES: CC=O.CSSC
Charge: 0
Lowest unoccupied orbital energy in eV: 0.8
HOMO-LUMO gap in eV: 9.757
HOMO level in eV: -9.003

=====

Of them, 1) has the lowest stability.

=====

1) Entry from the OMol25 dataset: a cluster of 2 separate species, C4H10OS2 in total (ωB97M-V with the def2-TZVPD basis set).

Atoms and positions in Å:
C  -0.181  1.406  -0.925
C  1.032  -0.879  -0.907
C  -0.161  -0.147  1.101
C  -0.206  -0.113  -0.446
O  -1.452  -0.559  -0.736
S  1.410  -0.536  1.996
S  -1.263  0.704  2.012
H  -0.024  2.201  -0.114
H  -1.087  1.472  -1.477
H  0.590  1.440  -1.708
H  1.976  -0.337  -0.547
H  1.083  -1.039  -1.986
H  1.056  -1.831  -0.439
H  -0.829  -2.317  0.974
H  -1.456  -1.369  -0.218
H  1.526  0.683  2.362
H  -2.013  1.219  1.057

## Properties
Charge: 0
Lowest unoccupied orbital energy (alpha / beta) in eV: -0.6 / -0.9
HOMO-LUMO gap (alpha / beta) in eV: 8.511 / 6.978
HOMO level (alpha / beta) in eV: -9.084 / -7.869

=====

2) Entry from the OMol25 dataset: an isolated molecule of C4H10OS2 (ωB97M-V with the def2-TZVPD basis set).

Atoms and positions in Å:
C  -0.442  0.363  0.843
C  -1.080  1.654  0.322
O  -1.888  2.263  1.304
C  1.062  0.335  0.948
S  2.047  -0.081  -0.554
S  0.678  -0.786  -1.930
C  0.737  -2.572  -1.649
H  -0.917  -0.439  0.281
H  -0.877  0.150  1.827
H  -1.605  1.414  -0.616
H  -0.315  2.372  -0.030
H  -2.293  3.073  0.916
H  1.404  1.325  1.263
H  1.386  -0.282  1.786
H  -0.181  -2.897  -1.145
H  1.526  -2.824  -0.951
H  0.757  -3.069  -2.614

## Properties
SMILES: CSSCCCO
Charge: 0
Lowest unoccupied orbital energy in eV: 0.7
HOMO-LUMO gap in eV: 9.577
HOMO level in eV: -8.915

=====

3) Entry from the OMol25 dataset: a cluster of 2 separate species, C4H10OS2 in total (ωB97M-V with the def2-TZVPD basis set).

Atoms and positions in Å:
C  -2.944  -0.192  -0.229
C  0.654  1.390  0.266
C  1.136  0.172  -0.518
C  2.392  -0.440  0.095
H  -3.244  -1.914  0.509
H  -3.913  -0.330  -0.721
H  -0.228  1.840  -0.198
H  0.392  1.109  1.295
H  1.445  2.148  0.317
H  1.350  0.477  -1.547
H  2.746  -1.293  -0.491
H  3.195  0.305  0.148
H  2.193  -0.788  1.116
H  -0.349  -1.339  0.575
O  -2.570  -1.221  0.534
S  -2.063  1.144  -0.421
S  -0.190  -1.067  -0.732

## Properties
SMILES: CC(C)S.OC=S
Charge: 0
Lowest unoccupied orbital energy in eV: 0.4
HOMO-LUMO gap in eV: 7.889
HOMO level in eV: -7.530

=====

Of them, 1) has the lowest stability.